Arrangement one

{
  "formula": "C2H5NOS",
  "method": "ωB97M-V/def2-TZVPD",
  "symbols": ["C", "C", "N", "O", "S", "H", "H", "H", "H", "H"],
  "xyz": [[0.3858, 0.4487, 1.0910], [-0.2545, -0.7206, -1.2114], [1.5768, 0.4785, 0.7314], [-2.1283, -0.0598, 0.5275], [-0.8376, -0.7164, 0.6039], [-0.2682, 1.4386, 1.9820], [-0.1129, -1.7554, -1.5856], [0.6055, -0.0284, -1.3651], [-1.2159, -0.3513, -1.6712], [2.2495, 1.2661, 0.8975]],
  "nbo_charge": [-0.06, -0.80, -0.65, -0.96, 1.23, 0.13, 0.23, 0.25, 0.25, 0.39],
  "e_homo_ev": -9.30,
  "gap_ev": 9.78,
  "spin_multiplicity": 1
}

---

Arrangement two

{
  "formula": "C2H5NOS",
  "method": "ωB97M-V/def2-TZVPD",
  "symbols": ["C", "S", "C", "N", "O", "H", "H", "H", "H", "H"],
  "xyz": [[0.7326, -0.2176, 1.8147], [-0.6264, 0.5566, 0.7781], [0.0722, -0.1736, -0.7896], [-0.5924, 0.2011, -1.8843], [1.0084, -0.9404, -0.8429], [1.7033, -0.3418, 1.0505], [0.6608, 0.4357, 2.7698], [0.2995, -1.2386, 2.1942], [-0.0083, -0.0925, -2.7616], [-1.3829, 0.7936, -1.9202]],
  "nbo_charge": [-0.76, 0.08, 0.56, -0.83, -0.63, 0.30, 0.23, 0.22, 0.41, 0.41],
  "e_homo_ev": -9.16,
  "gap_ev": 9.87,
  "spin_multiplicity": 1,
  "smiles": "CSC(N)=O"
}

---

Arrangement three

{
  "formula": "C2H5NOS",
  "method": "ωB97M-V/def2-TZVPD",
  "symbols": ["C", "C", "N", "O", "S", "H", "H", "H", "H", "H"],
  "xyz": [[-0.3813, 0.4986, 0.0141], [0.7806, -0.4893, -0.0174], [2.0186, 0.2216, -0.0192], [4.4068, 0.6532, -0.0052], [3.4111, -0.3942, 0.0109], [-0.3227, 1.1124, 0.9083], [-0.3366, 1.1510, -0.8531], [-1.3281, -0.0350, 0.0102], [0.7039, -1.1163, -0.9151], [0.7199, -1.1576, 0.8513]],
  "nbo_charge": [-0.60, -0.26, -0.74, -0.86, 1.42, 0.21, 0.21, 0.21, 0.20, 0.20],
  "e_homo_ev": -10.30,
  "gap_ev": 9.74,
  "spin_multiplicity": 1
}

---

Arrangement four

{
  "formula": "C2H5NOS",
  "method": "ωB97M-V/def2-TZVPD",
  "symbols": ["C", "N", "O", "C", "S", "H", "H", "H", "H", "H"],
  "xyz": [[1.7033, 0.2661, -0.1687], [0.4281, 0.6101, 0.2861], [0.4155, 1.5936, 1.2927], [-0.7530, 0.0259, 0.0488], [-1.0294, -1.3196, -0.8383], [1.6371, -0.5925, -0.8519], [1.9667, 1.1608, -0.7718], [2.3978, 0.0659, 0.6723], [0.0153, 1.1072, 2.1199], [-1.5691, 0.6010, 0.6199]],
  "nbo_charge": [-0.44, -0.12, -0.54, -0.11, -0.15, 0.25, 0.21, 0.22, 0.47, 0.20],
  "e_homo_ev": -8.59,
  "gap_ev": 8.91,
  "spin_multiplicity": 1,
  "smiles": "CN(O)C=S"
}

---

Short version: arrangement two is the most stable of them.

---

Arrangement one

{
  "formula": "C2H5NOS",
  "method": "ωB97M-V/def2-TZVPD",
  "symbols": ["O", "C", "C", "N", "S", "H", "H", "H", "H", "H"],
  "xyz": [[-1.8493, 0.4856, -0.7194], [-1.5544, 0.0744, 0.5735], [-0.4434, -0.8505, 0.6575], [0.8852, -0.8891, 0.4034], [1.6361, 0.4339, -0.4182], [-2.0314, -0.2027, -1.2599], [-2.5436, -0.1412, 1.1880], [-1.0679, 0.9105, 1.3202], [-0.4139, -1.8573, 1.0903], [0.4649, 1.3436, -0.1025]],
  "nbo_charge": [-0.70, -0.15, 0.00, -0.53, 0.16, 0.47, 0.21, 0.21, 0.22, 0.10],
  "e_homo_ev": -8.86,
  "gap_ev": 9.26,
  "spin_multiplicity": 1,
  "smiles": "OC/C=N\\S"
}

---

Arrangement two

{
  "formula": "C2H5NOS",
  "method": "ωB97M-V/def2-TZVPD",
  "symbols": ["C", "C", "N", "O", "S", "H", "H", "H", "H", "H"],
  "xyz": [[-0.4829, 0.6710, 0.4062], [-0.6756, -0.4480, -0.6307], [1.0026, 0.6953, 0.0527], [1.0989, -1.8077, 0.7578], [1.1359, -0.9457, -0.3835], [-1.1521, 1.4954, 0.2238], [-0.7658, 0.4011, 1.3875], [-1.3175, -1.2448, -0.3907], [-0.5865, -0.1444, -1.7109], [1.7430, 1.3277, 0.2877]],
  "nbo_charge": [-0.23, -0.56, -0.87, -0.97, 1.39, 0.20, 0.20, 0.22, 0.22, 0.40],
  "e_homo_ev": -9.16,
  "gap_ev": 9.93,
  "spin_multiplicity": 1
}

---

Short version: arrangement two is the most stable of them.

---

Arrangement one

{
  "formula": "C3HF3S",
  "method": "ωB97M-V/def2-TZVPD",
  "symbols": ["C", "S", "C", "C", "F", "F", "F", "H"],
  "xyz": [[0.7966, -0.9518, 0.0905], [-0.5373, -1.8268, -0.0434], [-1.7676, -1.0175, -0.9047], [-2.5228, -0.0150, -0.0199], [-3.1957, -0.4061, 1.0690], [-1.7221, 0.9739, 0.4181], [-3.4819, 0.5288, -0.7755], [0.9060, 0.0858, -0.3642]],
  "nbo_charge": [-0.41, 0.54, -0.22, 0.84, -0.32, -0.32, -0.32, 0.20],
  "e_homo_ev": [-9.62, -9.92],
  "gap_ev": [6.77, 7.75],
  "spin_multiplicity": 1,
  "smiles": "C#S#CC(F)(F)F"
}

---

Arrangement two

{
  "formula": "C3HF3S",
  "method": "ωB97M-V/def2-TZVPD",
  "symbols": ["C", "S", "C", "C", "F", "F", "F", "H"],
  "xyz": [[2.0070, 0.3924, -0.1406], [1.0066, 1.6465, -0.1840], [0.0860, 0.4958, 0.8890], [-0.8982, -0.3369, 0.0340], [-2.0910, 0.2946, -0.1249], [-0.4413, -0.4904, -1.3078], [-1.1541, -1.5192, 0.5210], [1.4849, -0.4827, 0.3133]],
  "nbo_charge": [-0.31, 0.54, -0.29, 0.84, -0.32, -0.37, -0.29, 0.20],
  "e_homo_ev": [-9.97, -9.97],
  "gap_ev": [8.58, 8.58],
  "spin_multiplicity": 1,
  "smiles": "C#S#CC(F)(F)F"
}

---

Short version: arrangement two is the most stable of them.

---

Arrangement one

{
  "formula": "C3H2O3",
  "method": "ωB97M-V/def2-TZVPD",
  "symbols": ["O", "C", "C", "O", "C", "O", "H", "H"],
  "xyz": [[-2.7760, 0.0886, 0.9140], [-1.6912, -0.0347, 1.2196], [0.4448, 0.5638, -1.2123], [-0.0569, 1.3722, -1.8933], [0.9841, -0.3654, -0.4391], [1.3350, -0.0788, 0.8671], [0.5421, -0.2104, 1.4112], [1.2180, -1.3354, -0.8673]],
  "nbo_charge": [-0.48, 0.48, 0.66, -0.44, -0.23, -0.69, 0.48, 0.21],
  "e_homo_ev": -9.02,
  "gap_ev": 9.57,
  "spin_multiplicity": 1
}

---

Arrangement two

{
  "formula": "C3H2O3",
  "method": "ωB97M-V/def2-TZVPD",
  "symbols": ["O", "C", "C", "O", "C", "O", "H", "H"],
  "xyz": [[-0.2160, 1.4451, 1.5301], [0.5515, 0.7253, 0.9474], [0.2951, 0.2038, -0.4671], [1.0107, 0.5054, -1.3916], [-0.8144, -0.8278, -0.6334], [-1.3099, -1.3539, 0.3297], [1.5249, 0.4060, 1.3649], [-1.0419, -1.1040, -1.6801]],
  "nbo_charge": [-0.45, 0.35, 0.38, -0.45, 0.34, -0.45, 0.13, 0.14],
  "e_homo_ev": -10.07,
  "gap_ev": 8.82,
  "spin_multiplicity": 1,
  "smiles": "O=CC(=O)C=O"
}

---

Arrangement three

{
  "formula": "C3H2O3",
  "method": "ωB97M-V/def2-TZVPD",
  "symbols": ["O", "C", "C", "O", "C", "O", "H", "H"],
  "xyz": [[1.2475, 1.8609, -1.3941], [0.7554, 1.5783, -0.3222], [-0.3057, 0.5430, -0.2479], [0.2069, -0.5602, 0.2393], [-0.7448, -1.6132, 0.3453], [-0.4976, -2.5743, 0.9838], [0.9916, 2.1229, 0.6172], [-1.6532, -1.3574, -0.2213]],
  "nbo_charge": [-0.49, 0.28, 0.25, -0.49, 0.65, -0.47, 0.13, 0.15],
  "e_homo_ev": -9.78,
  "gap_ev": 9.05,
  "spin_multiplicity": 1
}

---

Short version: arrangement two is the most stable of them.

---

Arrangement one

{
  "formula": "C3H2O3",
  "method": "ωB97M-V/def2-TZVPD",
  "symbols": ["O", "C", "C", "O", "C", "O", "H", "H"],
  "xyz": [[1.2676, -0.5070, 1.6437], [1.1019, -0.5863, 0.4538], [0.2089, 0.4273, -0.2681], [0.6590, 1.3795, -0.8583], [-1.2953, 0.1749, -0.2093], [-1.7334, -0.8641, 0.2139], [1.6053, -1.3462, -0.1742], [-1.9215, 0.9918, -0.6139]],
  "nbo_charge": [-0.46, 0.35, 0.38, -0.44, 0.34, -0.45, 0.14, 0.14],
  "e_homo_ev": -10.06,
  "gap_ev": 8.88,
  "spin_multiplicity": 1,
  "smiles": "O=CC(=O)C=O"
}

---

Arrangement two

{
  "formula": "C3H2O3",
  "method": "ωB97M-V/def2-TZVPD",
  "symbols": ["O", "C", "C", "O", "C", "O", "H", "H"],
  "xyz": [[-2.4074, 0.5734, 0.2633], [-1.3062, 0.5806, 0.7426], [-0.0675, -0.0113, -0.0319], [0.2611, 0.7018, -0.9726], [1.2520, -0.8445, -0.4233], [2.3423, -0.6097, 0.0051], [-1.0765, 1.1091, 1.6870], [1.0023, -1.4993, -1.2703]],
  "nbo_charge": [-0.45, 0.38, 0.34, -0.46, 0.41, -0.52, 0.15, 0.16],
  "e_homo_ev": -9.74,
  "gap_ev": 9.34,
  "spin_multiplicity": 1
}

---

Arrangement three

{
  "formula": "C3H2O3",
  "method": "ωB97M-V/def2-TZVPD",
  "symbols": ["C", "C", "C", "O", "O", "O", "H", "H"],
  "xyz": [[1.8918, 0.3149, -0.2257], [-1.3470, 0.0066, -0.0200], [-0.7179, -0.5127, 1.1862], [2.5766, -0.5329, -0.5378], [1.2969, 1.1546, 0.2804], [-0.4783, -1.0991, 0.1126], [-2.4161, -0.0747, -0.1903], [-0.8061, 0.7433, -0.6053]],
  "nbo_charge": [1.02, -0.29, 0.31, -0.49, -0.53, -0.42, 0.20, 0.20],
  "e_homo_ev": -9.87,
  "gap_ev": 10.47,
  "spin_multiplicity": 1
}

---

Short version: arrangement one is the most stable of them.

---

Arrangement one

{
  "formula": "C3H2O3",
  "method": "ωB97M-V/def2-TZVPD",
  "symbols": ["O", "C", "C", "O", "C", "O", "H", "H"],
  "xyz": [[1.4383, 1.1990, 1.2523], [0.8126, 0.1996, 1.0069], [0.4027, -0.1180, -0.4330], [1.2071, -0.3137, -1.3102], [-1.0993, -0.1418, -0.7104], [-1.8968, -0.0630, 0.1898], [0.5154, -0.5318, 1.7805], [-1.3798, -0.2303, -1.7759]],
  "nbo_charge": [-0.45, 0.35, 0.38, -0.43, 0.34, -0.46, 0.14, 0.14],
  "e_homo_ev": -10.04,
  "gap_ev": 8.73,
  "spin_multiplicity": 1,
  "smiles": "O=CC(=O)C=O"
}

---

Arrangement two

{
  "formula": "C3H2O3",
  "method": "ωB97M-V/def2-TZVPD",
  "symbols": ["O", "C", "C", "O", "C", "O", "H", "H"],
  "xyz": [[1.8325, -0.3343, -0.7639], [1.2930, -0.0872, 0.2825], [-0.2134, -0.2630, 0.4565], [-0.6652, -0.8310, 1.4224], [-1.1412, 0.2910, -0.6214], [-0.7822, 1.1406, -1.3943], [1.8471, 0.1971, 1.1959], [-2.1706, -0.1132, -0.5777]],
  "nbo_charge": [-0.45, 0.35, 0.38, -0.45, 0.34, -0.44, 0.14, 0.14],
  "e_homo_ev": -10.07,
  "gap_ev": 8.77,
  "spin_multiplicity": 1,
  "smiles": "O=CC(=O)C=O"
}

---

Short version: arrangement two is the most stable of them.

---

Arrangement one

{
  "formula": "C3H2O3",
  "method": "ωB97M-V/def2-TZVPD",
  "symbols": ["O", "C", "C", "O", "C", "O", "H", "H"],
  "xyz": [[1.1971, -0.3611, -1.5997], [1.2113, -0.4421, -0.4002], [-0.0365, -0.2225, 0.4546], [-0.1366, -0.7614, 1.5310], [-1.1581, 0.6830, -0.0555], [-0.9720, 1.5501, -0.8677], [2.1003, -0.7525, 0.1827], [-2.1294, 0.5100, 0.4491]],
  "nbo_charge": [-0.44, 0.34, 0.37, -0.44, 0.34, -0.44, 0.14, 0.14],
  "e_homo_ev": -10.03,
  "gap_ev": 8.62,
  "spin_multiplicity": 1,
  "smiles": "O=CC(=O)C=O"
}

---

Arrangement two

{
  "formula": "C3H2O3",
  "method": "ωB97M-V/def2-TZVPD",
  "symbols": ["O", "C", "C", "O", "C", "O", "H", "H"],
  "xyz": [[1.3864, 0.8721, 1.5270], [1.1592, 0.2338, 0.5325], [-0.0818, 0.5164, -0.3222], [-0.2400, 1.5333, -0.9504], [-1.1171, -0.6035, -0.3247], [-0.9036, -1.6224, 0.2842], [1.8230, -0.5767, 0.1735], [-2.0372, -0.4120, -0.9075]],
  "nbo_charge": [-0.45, 0.35, 0.38, -0.43, 0.34, -0.46, 0.14, 0.14],
  "e_homo_ev": -10.03,
  "gap_ev": 8.73,
  "spin_multiplicity": 1,
  "smiles": "O=CC(=O)C=O"
}

---

Short version: arrangement one is the most stable of them.

---

Arrangement one

{
  "formula": "C6H5P",
  "method": "ωB97M-V/def2-TZVPD",
  "symbols": ["C", "C", "C", "C", "C", "C", "P", "H", "H", "H", "H", "H"],
  "xyz": [[1.7525, -0.6742, -0.2695], [1.7002, 0.6950, -0.1568], [-0.9606, -1.3330, 0.0012], [-0.9128, 1.3422, -0.0932], [0.2678, -0.7025, -0.1673], [0.2661, 0.7378, -0.1370], [-2.1890, 0.0477, -0.1265], [2.5456, -1.4869, -0.3518], [2.5720, 1.2916, -0.0989], [-1.3765, -2.2637, 0.1170], [-1.0374, 2.3634, -0.0572], [-2.6279, -0.0175, 1.3400]],
  "nbo_charge": [-0.16, -0.17, -0.48, -0.49, -0.04, -0.07, 0.54, 0.23, 0.22, 0.23, 0.23, -0.03],
  "e_homo_ev": -8.08,
  "gap_ev": 8.45,
  "spin_multiplicity": 1
}

---

Arrangement two

{
  "formula": "C6H5P",
  "method": "ωB97M-V/def2-TZVPD",
  "symbols": ["C", "C", "C", "C", "C", "C", "P", "H", "H", "H", "H", "H"],
  "xyz": [[-2.1905, -0.7307, -1.1514], [-1.4812, 0.1341, -0.2406], [0.0166, 0.5726, 0.0772], [1.0681, 0.8059, 0.6521], [2.4728, 0.9803, 0.7854], [3.3391, 0.3541, 0.0566], [4.6195, -0.5031, -0.6508], [-3.2025, -0.9997, -0.9092], [-1.7579, -1.2065, -2.0426], [-2.1374, 0.5850, 0.5920], [2.8975, 1.8096, 1.2959], [4.5392, -1.4160, 0.4015]],
  "nbo_charge": [-0.36, -0.24, 0.01, -0.03, -0.40, -0.21, 0.36, 0.21, 0.21, 0.22, 0.25, -0.02],
  "e_homo_ev": -8.79,
  "gap_ev": 8.84,
  "spin_multiplicity": 1,
  "smiles": "C=CC#CC=C=P"
}

---

Short version: arrangement one is the most stable of them.